(1)
Below is a 10-piece molecular cluster, C43H104BF3NO12 overall in a non-equilibrium geometry, with properties calculated with ωB97M-V with the def2-TZVPD basis set.

```
164
Properties=species:S:1:pos:R:3
C 9.2180 -0.6289 2.8021
C 9.2656 0.8921 3.3046
C 7.9225 1.6054 2.7625
C 8.1205 1.9158 1.1920
C 6.9910 1.2028 0.2967
C 6.8801 2.0419 -1.0904
C 5.9568 3.3432 -0.9396
C 6.7524 4.7425 -1.0807
C 6.6228 5.4270 -2.5194
C 5.2614 6.2356 -2.7724
C 4.2927 6.3415 -1.5125
C 2.8451 6.9450 -1.8351
C 2.0049 7.3891 -0.5479
C 1.9738 6.3297 0.6459
C 0.7820 5.2218 0.5110
C -0.5512 5.8342 1.1212
C -1.3610 6.5104 -0.1216
C -2.7780 5.8221 -0.4346
C -2.6580 4.2324 -0.2313
C -1.8752 3.6541 -1.4988
C -2.5037 2.2724 -2.0791
O -3.2298 2.5069 -3.3240
C -2.0674 3.7883 1.2115
B -1.2637 2.3780 1.2114
O -0.0627 2.0795 0.5163
O -1.7728 1.2911 2.0395
C -3.0098 0.7568 1.4941
C -2.6214 -0.6485 0.7751
N -1.4099 4.9395 1.9577
C -0.8980 4.6169 3.3111
F 0.4073 4.1745 3.3846
F -1.8025 3.8472 4.0769
F -0.8970 5.8674 4.0068
H 9.9877 -1.2780 3.3345
H 8.1671 -1.0402 2.9796
H 9.3970 -0.6539 1.6788
H 9.2583 0.9478 4.4455
H 10.1556 1.4274 2.8436
H 7.7884 2.6167 3.2963
H 7.0027 0.9429 2.8855
H 9.1417 1.5381 0.8604
H 8.0320 3.0424 0.9720
H 7.2597 0.1165 0.0820
H 5.9720 1.1731 0.8355
H 6.3222 1.3336 -1.8088
H 7.9203 2.3153 -1.4945
H 5.1683 3.3361 -1.7681
H 5.4343 3.3043 0.0778
H 7.8661 4.4759 -0.9382
H 6.4918 5.4220 -0.2021
H 7.5609 6.0797 -2.6573
H 6.7408 4.5813 -3.2907
H 4.7485 5.7951 -3.7036
H 5.5478 7.3063 -3.0833
H 4.8200 6.9920 -0.7203
H 4.1027 5.3303 -0.9914
H 3.0362 7.9097 -2.4397
H 2.2294 6.2799 -2.5487
H 0.9876 7.7417 -0.9116
H 2.5296 8.3282 -0.1322
H 1.8976 6.9276 1.6208
H 2.9413 5.7163 0.7485
H 1.1897 4.2900 1.0107
H 0.7384 4.9986 -0.6169
H -0.2320 6.7414 1.7537
H -1.5593 7.6137 0.1105
H -0.7559 6.4703 -1.0919
H -3.1198 6.1149 -1.4766
H -3.5597 6.1919 0.3247
H -3.7326 3.8220 -0.3058
H -2.0636 4.4092 -2.3520
H -0.7424 3.6103 -1.3988
H -1.7092 1.4753 -2.2543
H -3.3014 1.9089 -1.3309
H -2.9951 1.7357 -3.8981
H -3.0201 3.5867 1.8338
H 0.2931 1.1879 0.7566
H -3.5789 1.4643 0.8086
H -3.6497 0.4509 2.4014
H -1.5041 -0.6346 0.4991
H -3.2885 -0.8590 -0.1188
H -2.7110 -1.4804 1.5658
H -2.2337 5.5479 2.1897
C 2.1766 -2.2121 2.4607
C 2.2695 -1.3910 1.1911
O 1.9779 -0.0208 1.4656
H 1.1775 -2.1342 2.8962
H 2.3922 -3.2618 2.2623
H 2.8820 -1.8431 3.2120
H 1.5496 -1.7479 0.4519
H 3.2718 -1.4558 0.7567
H 2.6234 0.2903 2.1124
C 0.2826 -6.0125 4.4297
C 0.1912 -6.0326 2.9171
O 1.2324 -5.2375 2.3511
H 0.2044 -4.9883 4.8051
H -0.5122 -6.6140 4.8769
H 1.2493 -6.4019 4.7644
H -0.7654 -5.6237 2.5876
H 0.2808 -7.0540 2.5331
H 2.0740 -5.6124 2.6412
C -5.3036 -1.2395 -6.1719
C -5.0292 0.0620 -5.4470
O -3.6826 0.0888 -4.9797
H -5.1299 -2.0914 -5.5097
H -6.3349 -1.2763 -6.5310
H -4.6297 -1.3561 -7.0243
H -5.6883 0.1661 -4.5829
H -5.1895 0.9190 -6.1084
H -3.1048 0.0048 -5.7503
C -2.9942 -7.3033 -0.5754
C -2.6731 -7.5911 0.8783
O -2.9707 -6.4566 1.6817
H -2.4203 -6.4439 -0.9316
H -2.7643 -8.1665 -1.2048
H -4.0525 -7.0527 -0.6954
H -1.6121 -7.8197 0.9970
H -3.2535 -8.4441 1.2447
H -3.9147 -6.2647 1.5786
C -3.7943 -9.1649 6.3208
C -2.2804 -9.0850 6.3123
O -1.8592 -7.7296 6.2009
H -4.2067 -8.7298 5.4073
H -4.1297 -10.2020 6.4003
H -4.2074 -8.5971 7.1581
H -1.8731 -9.6355 5.4618
H -1.8620 -9.5089 7.2309
H -2.2149 -7.2506 6.9601
C -5.3036 -3.5252 -0.4901
C -6.2184 -4.2667 0.4642
O -5.5386 -4.5426 1.6844
H -4.4070 -4.1149 -0.6980
H -5.8127 -3.3126 -1.4334
H -4.9699 -2.5812 -0.0502
H -6.5323 -5.2182 0.0307
H -7.1129 -3.6761 0.6856
H -5.2716 -3.6976 2.0671
C 3.0152 6.9413 -6.4258
C 3.2990 8.2560 -5.7260
O 4.6442 8.2881 -5.2636
H 3.1873 6.1012 -5.7478
H 1.9824 6.9025 -6.7805
H 3.6851 6.8049 -7.2794
H 2.6427 8.3784 -4.8617
H 3.1394 9.1010 -6.4031
H 5.2193 8.1887 -6.0331
C -3.6611 -3.6620 -9.8317
C -2.6471 -2.6759 -9.2863
O -2.7042 -2.6459 -7.8635
H -4.6705 -3.3892 -9.5136
H -3.6308 -3.6897 -10.9233
H -3.4668 -4.6681 -9.4492
H -2.8573 -1.6693 -9.6533
H -1.6325 -2.9500 -9.5920
H -2.5087 -3.5363 -7.5451
C -8.7183 -9.9806 7.0333
C -7.2050 -9.8917 7.0248
O -6.7912 -8.5344 6.9154
H -9.1327 -9.5463 6.1202
H -9.0482 -11.0193 7.1111
H -9.1344 -9.4160 7.8727
H -6.7949 -10.4384 6.1735
H -6.7839 -10.3151 7.9426
H -7.1494 -8.0585 7.6754
```

Results
F_max (Eh/bohr): 0.0933
Kohn-Sham gap (Ha): 0.316
Spin multiplicity: 1
LUMO (Ha): -0.0933
HOMO (eV): -11.141
Net charge: +1

---

(2)
Below is a 11-piece molecular cluster, C43H107ClN2O17P2 overall in a non-equilibrium geometry, with properties calculated with ωB97M-V with the def2-TZVPD basis set.

```
172
Properties=species:S:1:pos:R:3
C -2.0559 -1.5708 -3.6800
C -0.7007 -1.6661 -3.1803
C -0.2027 -3.0592 -2.5436
C -0.5158 -3.0497 -0.9380
O 0.7344 -3.1741 -0.2890
C 0.7719 -3.0467 1.1358
C 0.6767 -4.5318 1.7337
C 1.4653 -4.7970 3.0828
C 1.5918 -6.4118 3.2216
Cl 1.6267 -6.9902 4.9514
C -0.2857 -2.1135 1.8409
O -0.4301 -2.3618 3.2754
C -1.7459 -1.9578 3.7122
C -1.9454 -2.4423 5.2433
C -2.4358 -3.9878 5.1294
C 2.2187 -2.3596 1.3931
C 3.4356 -3.2652 0.8544
C 4.1470 -2.6870 -0.4462
O 3.5150 -2.1334 -1.3540
N 5.6116 -2.8627 -0.5760
C 5.9858 -4.3054 -0.6675
C 6.3561 -2.1840 0.5214
O 2.3884 -1.8583 2.7240
C 3.3592 -0.8047 2.7967
C 2.7526 0.6662 2.8279
C 2.1684 1.1743 1.4319
C 2.1846 2.7569 1.2333
C 1.0705 3.0837 0.0930
C 3.5826 3.3097 0.6295
P 4.2698 -1.0699 4.4614
O 3.5676 -0.3361 5.6361
O 4.2746 -2.7526 4.8252
O 5.8560 -0.4590 4.3814
P -1.7794 -4.4280 -0.6665
N -1.0889 -5.8907 -0.6277
H -2.2846 -1.6582 -4.7859
H -2.9197 -1.4566 -2.9380
H -0.0006 -0.7615 -3.1984
H -0.7748 -3.8995 -3.0577
H 0.9179 -3.1129 -2.6979
H -1.0730 -2.0535 -0.7783
H 1.0566 -5.2586 0.9466
H -0.4277 -4.7716 1.9369
H 2.5244 -4.4061 3.1338
H 0.8276 -4.4778 3.9805
H 0.7835 -6.9123 2.5814
H 2.5779 -6.6786 2.6976
H 0.0872 -1.0279 1.7595
H -1.3438 -2.1179 1.4363
H -1.8637 -0.8157 3.6349
H -2.5861 -2.4730 3.1293
H -0.9387 -2.4198 5.7620
H -2.6987 -1.7930 5.7856
H -2.1088 -4.3992 4.1083
H -3.5711 -3.9714 5.1084
H -2.0086 -4.6423 5.9487
H 2.2077 -1.4399 0.6995
H 4.1923 -3.3131 1.7164
H 3.1437 -4.3384 0.6287
H 7.0634 -4.4146 -0.3100
H 5.9048 -4.7078 -1.7322
H 5.3540 -4.9900 -0.0127
H 6.2986 -2.8661 1.4516
H 5.8903 -1.1760 0.7431
H 7.4744 -2.1184 0.2808
H 4.1719 -0.8660 1.9957
H 3.6168 1.3725 3.1076
H 1.9667 0.7886 3.6428
H 1.0883 0.8106 1.3377
H 2.7351 0.7168 0.5582
H 1.9288 3.2671 2.2254
H 1.5546 3.3594 -0.9040
H 0.4107 3.9483 0.4514
H 0.3854 2.2019 -0.1168
H 4.1847 2.4693 0.1602
H 3.4147 4.1087 -0.1724
H 4.1366 3.8440 1.4732
H 4.8947 -3.1972 4.1973
H 6.4675 -1.2149 4.5264
H -2.7129 -4.3729 -1.7580
H -2.5600 -4.2038 0.5305
H -1.4976 -6.3965 -1.4369
C 2.6075 -7.2964 -2.5216
C 1.4580 -6.6636 -3.2807
O 0.4571 -7.6369 -3.5529
H 3.0431 -8.1161 -3.0987
H 3.3878 -6.5608 -2.3094
H 2.2585 -7.7217 -1.5761
H 1.8060 -6.2591 -4.2335
H 1.0089 -5.8495 -2.7027
H 0.1500 -7.9819 -2.7048
C -2.9699 6.7021 -0.0326
C -1.6153 6.0402 -0.1912
O -1.5849 4.8017 0.5119
H -3.1892 6.8776 1.0234
H -3.0033 7.6561 -0.5626
H -3.7635 6.0575 -0.4199
H -0.8282 6.6777 0.2165
H -1.3946 5.8512 -1.2468
H -2.2762 4.2394 0.1411
C -3.7195 0.8072 -6.9287
C -3.5003 2.0030 -6.0221
O -2.2548 1.8822 -5.3436
H -3.7077 -0.1198 -6.3500
H -4.6757 0.8836 -7.4525
H -2.9181 0.7314 -7.6693
H -4.2904 2.0628 -5.2707
H -3.4990 2.9337 -6.5969
H -1.5616 1.8389 -6.0135
C -8.0289 6.4840 1.0893
C -6.5205 6.6341 1.0915
O -6.1090 7.5213 0.0560
H -8.3751 6.1024 0.1260
H -8.3540 5.8018 1.8748
H -8.5139 7.4532 1.2415
H -6.0404 5.6690 0.9177
H -6.1691 7.0271 2.0512
H -6.5287 8.3744 0.2199
C -10.8994 2.0770 2.3932
C -10.8959 3.5648 2.1013
O -9.6709 3.9445 1.4832
H -10.0649 1.8131 3.0473
H -11.8330 1.7752 2.8736
H -10.7768 1.5016 1.4711
H -10.9969 4.1358 3.0261
H -11.7235 3.8339 1.4371
H -9.5917 3.4436 0.6619
C 6.5307 1.3724 -2.5596
C 6.3233 2.8698 -2.6734
O 7.4005 3.5631 -2.0498
H 6.5990 1.0740 -1.5104
H 5.7086 0.8269 -3.0284
H 7.4681 1.0743 -3.0380
H 5.3978 3.1661 -2.1760
H 6.2656 3.1783 -3.7228
H 8.2139 3.3027 -2.5000
C -6.5813 -2.5949 1.6969
C -5.1594 -3.0332 1.9861
O -4.3940 -3.0528 0.7833
H -7.0513 -3.2696 0.9773
H -7.1795 -2.5819 2.6107
H -6.5954 -1.5950 1.2535
H -5.1481 -4.0398 2.4084
H -4.6798 -2.3546 2.6980
H -4.4008 -2.1578 0.4200
C 3.2295 -3.0162 8.8502
C 1.7383 -2.7704 8.7523
O 1.4921 -1.4958 8.1757
H 3.7074 -2.2431 9.4568
H 3.4374 -3.9924 9.2958
H 3.6919 -2.9758 7.8599
H 1.2826 -2.7889 9.7445
H 1.2537 -3.5350 8.1354
H 1.8934 -1.4887 7.2923
C 9.4966 5.9610 -4.2412
C 8.3573 6.6025 -5.0072
O 7.3466 5.6398 -5.2830
H 9.9268 5.1352 -4.8137
H 10.2828 6.6886 -4.0270
H 9.1381 5.5422 -3.2964
H 8.7126 7.0007 -5.9594
H 7.9144 7.4230 -4.4336
H 7.0309 5.2994 -4.4358
C -5.0475 6.3393 -8.9196
C -3.6888 5.6852 -9.0760
O -3.6578 4.4403 -8.3859
H -5.2745 6.5030 -7.8634
H -5.0813 7.2991 -9.4403
H -5.8356 5.6948 -9.3195
H -2.9079 6.3218 -8.6564
H -3.4604 5.5083 -10.1319
H -4.3441 3.8787 -8.7673
```

Results
F_max (Eh/bohr): 0.0984
Kohn-Sham gap (Ha): 0.254
Spin multiplicity: 1
LUMO (Ha): -0.0197
HOMO (eV): -7.435
Relative energy (zero: lowest compared OMol25 entry of this formula, charge and spin) (kcal/mol): 127.89
SMILES: C=CC[C@H](O[C@](CCCCl)(COCCC)[C@H](CC(=O)N(C)C)O[C@@H](CCC(C)C)P(=O)(O)O)[PH2]=N.CCO.CCO.CCO.CCO.CCO.CCO.CCO.CCO.CCO.CCO

---

Which formula does entry 2 have?
C43H107ClN2O17P2

---

What is the LUMO in the first record?
-0.0933 Ha

---

Which of these has the lowest LUMO?
C43H104BF3NO12